# 1
Density functional theory data (the ωB97M-V functional and the def2-TZVPD basis) for a structure of composition C27H44BIrN2P2S5.

Last column: Löwdin charge in e.
Atoms and positions in Å:
Ir: 0.797 -0.049 0.472  0.588
C: 1.702 -3.914 0.782  -0.108
C: 0.395 -3.592 1.518  -0.658
C: -0.515 -4.822 1.356  -0.072
C: 0.709 -3.363 2.999  -0.074
P: -0.402 -2.052 0.796  1.040
C: -1.030 -2.645 -0.855  -0.239
N: -0.808 -1.554 -1.758  -0.019
B: -0.011 -0.428 -1.400  -0.743
N: -0.064 0.462 -2.511  -0.027
C: 0.485 1.788 -2.424  -0.243
P: 0.515 2.152 -0.602  1.065
C: -1.125 3.008 -0.298  -0.658
C: -1.184 4.465 -0.766  -0.077
C: -1.428 2.944 1.204  -0.083
C: -2.209 2.255 -1.088  -0.076
C: 1.991 3.294 -0.375  -0.671
C: 3.260 2.442 -0.504  -0.108
C: 1.989 3.940 1.013  -0.086
C: 2.058 4.383 -1.460  -0.070
C: -0.908 -0.080 -3.483  -0.161
C: -1.311 0.410 -4.711  -0.009
C: -2.187 -0.363 -5.466  -0.084
C: -2.634 -1.598 -5.010  -0.085
C: -2.224 -2.102 -3.780  -0.008
C: -1.367 -1.330 -3.018  -0.153
C: -1.937 -1.595 1.782  -0.660
C: -2.744 -0.622 0.918  -0.090
C: -1.536 -0.867 3.071  -0.096
C: -2.842 -2.775 2.139  -0.078
H: 1.961 -4.953 0.993  0.098
H: 2.526 -3.303 1.136  0.032
H: 1.630 -3.810 -0.303  0.080
H: 0.012 -5.676 1.783  0.098
H: -0.706 -5.058 0.309  0.083
H: -1.463 -4.738 1.874  0.054
H: 1.335 -4.183 3.358  0.102
H: -0.191 -3.344 3.613  0.072
H: 1.258 -2.430 3.155  0.070
H: -2.086 -2.923 -0.782  0.104
H: -0.475 -3.542 -1.144  0.095
H: -0.123 2.524 -2.955  0.102
H: 1.501 1.845 -2.823  0.097
H: -0.539 5.125 -0.195  0.071
H: -2.210 4.812 -0.628  0.099
H: -0.951 4.566 -1.826  0.084
H: -0.678 3.470 1.796  0.076
H: -1.478 1.915 1.562  0.040
H: -2.394 3.414 1.396  0.099
H: -2.195 2.529 -2.143  0.088
H: -3.186 2.540 -0.692  0.105
H: -2.126 1.172 -1.035  0.051
H: 3.380 1.774 0.348  0.029
H: 4.121 3.111 -0.532  0.100
H: 3.272 1.844 -1.417  0.077
H: 1.921 3.197 1.809  0.028
H: 1.189 4.664 1.141  0.072
H: 2.934 4.472 1.146  0.100
H: 2.101 3.967 -2.466  0.081
H: 2.980 4.948 -1.311  0.096
H: 1.237 5.089 -1.411  0.063
H: -0.952 1.363 -5.080  0.112
H: -2.519 0.000 -6.430  0.106
H: -3.307 -2.180 -5.624  0.105
H: -2.566 -3.069 -3.433  0.112
H: -2.142 0.240 0.643  0.019
H: -3.596 -0.264 1.501  0.107
H: -3.133 -1.078 0.007  0.094
H: -1.011 0.063 2.858  0.021
H: -0.900 -1.469 3.718  0.064
H: -2.444 -0.622 3.628  0.101
H: -3.103 -3.384 1.273  0.084
H: -3.772 -2.367 2.540  0.098
H: -2.411 -3.411 2.910  0.075
S: 7.020 -1.223 3.984  0.657
C: 5.675 -0.856 3.173  -1.477
S: 4.374 0.097 3.862  0.937
C: 3.267 -0.037 2.528  -1.124
C: 3.718 -0.784 1.439  -1.091
S: 2.786 -0.961 0.055  0.713
S: 5.292 -1.520 1.600  0.931
S: 1.738 0.647 2.551  0.651

Cartesian forces, eV/Å:
Ir -0.328 0.347 0.032
C -0.003 0.026 -0.020
C 0.027 0.047 0.062
C -0.048 -0.007 0.019
C 0.020 -0.048 -0.009
P -0.067 0.016 -0.038
C 0.027 -0.007 0.009
N -0.041 0.032 0.020
B -0.019 -0.148 0.150
N 0.033 0.043 -0.023
C 0.045 -0.004 -0.020
P 0.203 -0.126 0.049
C -0.047 -0.055 0.078
C 0.024 -0.036 0.004
C 0.049 0.010 -0.014
C -0.005 -0.051 -0.033
C 0.008 0.071 -0.042
C -0.055 -0.073 -0.005
C 0.002 -0.036 -0.022
C -0.042 -0.052 0.054
C 0.041 -0.003 -0.010
C -0.003 0.004 -0.005
C -0.005 -0.014 -0.003
C 0.004 0.010 -0.004
C -0.008 0.002 -0.009
C 0.054 -0.025 -0.022
C 0.029 0.026 0.012
C 0.031 -0.022 0.015
C 0.022 0.007 0.012
C -0.015 -0.007 0.011
H -0.002 -0.009 -0.005
H 0.019 0.046 -0.006
H -0.004 0.013 -0.001
H 0.011 -0.006 0.003
H -0.005 -0.014 0.005
H 0.061 -0.040 -0.053
H 0.005 -0.008 -0.006
H 0.040 -0.048 -0.013
H 0.007 -0.001 0.002
H 0.011 0.012 0.029
H -0.014 0.012 -0.027
H -0.008 0.017 0.027
H -0.016 0.009 -0.028
H 0.084 0.044 0.066
H 0.002 0.002 -0.005
H 0.038 0.008 -0.017
H 0.022 0.008 0.011
H 0.022 0.025 0.027
H -0.009 0.001 -0.006
H 0.012 -0.010 -0.004
H -0.002 0.013 0.009
H -0.025 0.017 0.000
H 0.004 0.004 0.003
H 0.004 0.003 0.009
H 0.029 -0.003 0.006
H -0.015 0.019 -0.018
H -0.098 0.061 -0.018
H 0.000 0.006 -0.008
H -0.011 -0.034 -0.036
H 0.007 -0.001 0.016
H -0.077 0.033 0.000
H 0.001 0.007 0.000
H -0.001 0.004 -0.004
H -0.005 -0.004 -0.001
H -0.005 -0.006 0.003
H -0.029 -0.038 0.007
H -0.013 0.000 0.003
H 0.016 -0.018 -0.032
H -0.023 0.017 0.010
H -0.063 0.083 -0.015
H -0.011 0.007 -0.013
H -0.006 -0.019 0.014
H -0.006 0.001 0.004
H -0.039 0.042 -0.004
S 0.114 0.148 -0.070
C -0.223 -0.375 0.211
S 0.051 0.102 -0.095
C 0.020 -0.045 0.008
C 0.000 -0.014 -0.040
S 0.240 -0.086 -0.119
S 0.017 0.118 -0.058
S -0.058 -0.033 -0.020

Calculated values
- Total charge: +1
- Gap between HOMO and LUMO (alpha / beta): 5.382 / 5.654 eV
- LUMO level (alpha / beta): -4.7 / -4.8 eV
- HOMO (alpha / beta): -10.09 / -10.48 eV
- Spin multiplicity: 2
- Energy above the lowest of the compared OMol25 structures with the same formula, charge and spin: 0.0 kcal/mol

---

# 2
Density functional theory data (the ωB97M-V functional and the def2-TZVPD basis) for a structure of composition C4H7NO.

Last column: Löwdin charge in e.
Atoms and positions in Å:
C: -0.636 1.290 0.251  -0.080
C: -0.399 -0.031 -0.447  -0.340
C: 0.779 -0.814 0.135  -0.280
O: 1.918 -0.054 -0.223  -0.061
C: -2.004 -0.720 -0.725  -0.077
N: -1.600 -1.382 0.177  0.120
H: -1.429 1.862 -0.235  0.082
H: -0.914 1.122 1.296  0.091
H: 0.298 1.860 0.223  0.086
H: -0.195 0.089 -1.512  0.124
H: 0.809 -1.822 -0.298  0.118
H: 0.675 -0.907 1.224  0.121
H: 2.699 -0.493 0.133  0.095

Cartesian forces, eV/Å:
C -0.043 -0.009 0.023
C 0.439 0.248 0.040
C -0.335 -0.208 0.078
O 0.288 -0.073 0.070
C 0.116 -0.630 0.657
N -0.346 0.521 -0.701
H 0.123 -0.078 0.062
H 0.033 0.017 -0.148
H -0.130 -0.070 0.003
H -0.095 -0.045 0.121
H 0.009 0.174 0.050
H 0.033 0.039 -0.172
H -0.089 0.115 -0.083

Calculated values
- Gap between HOMO and LUMO: 11.561 eV
- LUMO level: 0.7 eV
- HOMO: -10.89 eV
- Energy above the lowest of the compared OMol25 structures with the same formula, charge and spin: 82.2 kcal/mol